Entry 1:
# C11H40N10O9

A 9-piece molecular cluster, C11H40N10O9 overall (ωB97M-V/def2-TZVPD, the OMol25 dataset).

Properties
E_LUMO	0.12	eV
SMILES	NC(N)=O.NC(N)=O.NC(N)=O.NC(N)=O.NC(N)=O.CCO.CCO.CO.CO
energy relative to the best compared isomer or geometry (same formula, charge and spin)	88.1	kcal per mole
HOMO energy	-8.89	eV

Structure (XYZ):
```
70
C11H40N10O9, DFT ωB97M-V/def2-TZVPD
C 3.662 0.875 4.039
O 2.270 1.211 3.653
H 3.606 0.493 5.059
H 4.176 0.105 3.464
H 4.365 1.708 4.053
H 1.744 0.473 3.971
C 0.404 3.580 -2.625
O -0.399 4.514 -3.340
H 0.798 4.074 -1.736
H -0.099 2.694 -2.239
H 1.261 3.286 -3.231
H -0.242 5.403 -3.016
C -3.824 0.543 1.098
O -4.027 1.683 0.939
N -2.736 0.140 1.619
N -4.510 -0.468 0.766
H -1.929 0.745 1.664
H -2.585 -0.859 1.610
H -5.420 -0.197 0.422
H -4.284 -1.364 1.175
C -0.734 -0.362 -3.531
O 0.181 -0.893 -3.136
N -1.941 -0.617 -3.066
N -0.878 0.441 -4.558
H -2.733 -0.501 -3.683
H -2.011 -1.232 -2.268
H -1.765 0.881 -4.754
H -0.056 0.800 -5.022
C 3.136 -1.990 -2.015
O 4.277 -2.340 -1.665
N 2.878 -0.873 -2.736
N 2.038 -2.399 -1.598
H 1.896 -0.842 -2.972
H 3.634 -0.338 -3.138
H 1.305 -1.721 -1.752
H 1.930 -3.123 -0.903
C -1.728 4.931 3.045
O -2.012 6.065 3.401
N -0.819 4.679 2.125
N -2.394 3.850 3.224
H -0.656 3.705 1.915
H -0.570 5.417 1.482
H -3.079 3.830 3.965
H -1.926 2.995 2.958
C -1.798 -3.481 -1.412
O -1.683 -2.613 -0.587
N -2.421 -4.595 -1.158
N -1.346 -3.463 -2.648
H -2.576 -5.304 -1.861
H -2.783 -4.824 -0.243
H -1.583 -4.244 -3.243
H -0.598 -2.810 -2.838
C 2.614 -2.463 1.915
C 1.580 -3.513 1.411
O 2.312 -4.436 0.708
H 3.621 -2.815 2.138
H 2.328 -2.101 2.903
H 2.705 -1.578 1.284
H 0.783 -3.034 0.842
H 0.986 -3.814 2.274
H 3.051 -4.751 1.233
C 0.601 0.432 0.182
C 0.406 1.794 0.712
O -0.101 1.757 2.020
H 1.469 0.004 0.684
H 0.801 0.508 -0.886
H -0.291 -0.172 0.348
H -0.218 2.472 0.130
H 1.309 2.400 0.788
H 0.624 1.643 2.639
```

***

Entry 2:
# C11H41CaN14O10

C11H41CaN14O10 as an isolated structure (ωB97M-V/def2-TZVPD, the OMol25 dataset).

Properties
net charge	+1
E_LUMO	-5.42	eV
energy relative to the best compared isomer or geometry (same formula, charge and spin)	116.8	kcal per mole
HOMO energy	-10.97	eV

Structure (XYZ):
```
77
C11H41CaN14O10, DFT ωB97M-V/def2-TZVPD
Ca -1.154 1.573 3.812
C 0.267 0.044 -0.136
C -0.899 0.916 0.356
O -0.640 1.653 1.540
H 0.780 0.503 -0.983
H -0.111 -0.857 -0.631
H 0.989 -0.409 0.542
H -1.864 0.399 0.434
H -1.107 1.584 -0.488
C 2.278 4.069 1.619
O 1.529 3.379 0.612
H 2.877 3.412 2.259
H 3.033 4.617 1.057
H 1.558 4.637 2.208
H 1.005 2.644 0.982
C -0.528 5.946 0.103
O -1.183 4.755 -0.331
H 0.507 5.884 -0.247
H -0.894 6.881 -0.311
H -0.480 5.963 1.193
H -1.154 4.054 0.325
C 2.526 -4.649 0.042
O 3.552 -4.502 0.712
N 2.080 -3.635 -0.733
N 1.803 -5.780 0.071
H 1.145 -3.699 -1.100
H 2.388 -2.688 -0.595
H 1.077 -6.083 -0.551
H 2.093 -6.488 0.724
C -1.482 -3.239 -1.118
O -1.910 -2.405 -0.290
N -1.010 -2.871 -2.303
N -1.560 -4.577 -0.952
H -0.668 -1.920 -2.393
H -0.461 -3.508 -2.858
H -0.934 -5.168 -1.472
H -2.065 -5.106 -0.264
C -1.454 0.274 -3.775
O -0.458 -0.426 -3.959
N -2.368 0.092 -2.764
N -1.770 1.295 -4.604
H -2.023 -0.265 -1.886
H -3.028 0.843 -2.667
H -2.581 1.824 -4.355
H -1.118 1.417 -5.363
C -4.381 -2.780 2.613
O -5.322 -2.951 3.377
N -4.287 -1.724 1.768
N -3.401 -3.704 2.383
H -4.932 -0.962 1.873
H -3.592 -1.729 1.042
H -2.783 -3.630 1.593
H -3.484 -4.454 3.051
C 4.158 1.042 0.004
O 4.695 0.212 -0.721
N 3.478 0.704 1.110
N 4.170 2.380 -0.262
H 3.353 -0.283 1.252
H 3.004 1.436 1.599
H 3.750 3.151 0.240
H 4.436 2.612 -1.206
C 1.225 3.466 -3.039
O 1.455 3.433 -4.238
N 0.079 3.007 -2.451
N 2.028 4.107 -2.151
H -0.252 3.500 -1.633
H -0.567 2.532 -3.058
H 1.988 3.850 -1.172
H 2.859 4.572 -2.471
C -0.696 -1.875 3.691
O -1.228 -0.757 3.894
N -0.308 -2.231 2.454
N -0.426 -2.698 4.720
H -0.285 -3.210 2.222
H -0.705 -1.538 1.830
H -0.642 -2.276 5.606
H 0.032 -3.584 4.614
```

***

Entry 3:
# C11H44N8O11

A 11-piece molecular cluster, C11H44N8O11 overall (ωB97M-V/def2-TZVPD, the OMol25 dataset).

Properties
E_LUMO	-0.05	eV
SMILES	NC(N)=O.NC(N)=O.NC(N)=O.NC(N)=O.CO.CO.CO.CO.CO.CO.CO
energy relative to the best compared isomer or geometry (same formula, charge and spin)	174.8	kcal per mole
HOMO energy	-8.64	eV

Structure (XYZ):
```
74
C11H44N8O11, DFT ωB97M-V/def2-TZVPD
C -0.647 -2.271 2.560
O -1.666 -1.368 2.848
N 0.285 -2.738 3.361
N -0.350 -2.603 1.349
H 0.235 -2.432 4.312
H 0.894 -3.532 3.114
H -1.144 -2.458 0.664
H 0.434 -3.264 1.005
C 2.846 1.368 0.760
O 2.885 1.100 -0.564
N 1.789 1.226 1.437
N 3.932 1.595 1.438
H 0.958 1.006 0.886
H 1.535 1.800 2.281
H 4.779 1.627 0.912
H 3.882 1.738 2.447
C -2.455 -3.394 -1.065
O -3.436 -4.190 -0.420
N -1.740 -3.905 -2.021
N -2.114 -2.218 -0.548
H -2.093 -4.849 -2.403
H -1.333 -3.254 -2.647
H -2.785 -1.891 0.205
H -1.383 -1.617 -0.992
C -0.586 0.444 -0.929
O -0.856 1.187 -2.071
N 0.025 -0.723 -0.940
N -0.746 0.791 0.282
H 0.399 -1.117 -1.829
H 0.337 -1.156 -0.035
H -1.199 1.755 0.338
H -0.885 0.189 1.083
C 1.057 4.518 1.311
O 0.367 4.315 2.393
H 1.259 5.547 1.170
H 0.431 4.126 0.530
H 1.918 3.961 1.233
H 0.935 4.461 3.202
C -2.957 2.869 1.876
O -1.897 3.285 1.007
H -3.019 3.397 2.851
H -2.718 1.858 2.137
H -3.860 2.891 1.269
H -1.189 3.723 1.485
C 3.108 -2.176 -1.170
O 3.679 -3.414 -0.672
H 2.776 -1.602 -0.354
H 2.248 -2.447 -1.701
H 3.702 -1.408 -1.659
H 4.443 -3.275 -0.204
C 2.276 0.168 -3.811
O 2.514 -1.086 -4.379
H 1.527 0.091 -3.148
H 2.064 0.909 -4.529
H 3.276 0.293 -3.312
H 3.409 -1.109 -4.647
C -3.842 0.676 -1.387
O -3.165 0.514 -2.554
H -4.858 0.840 -1.577
H -3.468 1.564 -0.929
H -3.746 -0.126 -0.703
H -2.325 0.888 -2.460
C -0.664 -1.470 -4.330
O 0.214 -2.054 -3.409
H -0.360 -1.852 -5.359
H -0.576 -0.421 -4.127
H -1.721 -1.793 -4.254
H 1.184 -1.967 -3.627
C -0.383 1.289 4.474
O 0.472 1.828 5.417
H -1.136 0.821 5.146
H 0.033 0.637 3.729
H -1.011 2.002 3.948
H 0.180 1.895 6.314
```

***

Which formula does entry 3 have? C11H44N8O11